Computed, not measured: 4 unconnected molecules or ions with the total composition C10H28Cl3O12P3 at a distorted geometry, with ωB97M-V/def2-TZVPD.

Results
HOMO level   -10.54 eV
Electronic energy   -3705.491485 hartree
LUMO energy   0.339 eV
SMILES string   COP(=O)(OC)OC.COP(=O)(OC)OC.COP(=O)(OC)OC.ClC(Cl)Cl
Energy above the lowest of the compared OMol25 structures with the same formula, charge and spin   327.2 kJ/mol
Net charge   0

Positions of all 56 atoms, in Å:
Cl -2.591 -0.846 2.191
Cl -0.358 0.669 3.533
Cl -0.122 -2.174 3.344
P -0.101 4.936 11.778
P -1.902 3.186 -5.968
P 1.095 -7.504 -7.253
O 2.016 -8.763 -7.702
O -1.978 1.667 -6.649
O -0.354 -8.134 -7.674
O 0.645 6.160 10.938
O -2.704 4.273 -6.608
O -2.532 2.751 -4.542
O 0.898 3.692 11.820
O -0.085 5.442 13.354
O -0.367 3.537 -5.689
O 1.367 -6.136 -7.855
O -1.487 4.635 11.293
O 1.146 -7.455 -5.655
C 1.557 -6.341 -4.840
C 0.276 6.177 9.601
C -0.786 -0.755 2.507
C -2.813 3.739 -3.532
C 2.565 -8.809 -8.971
C 0.567 3.460 -6.790
C -1.086 0.703 -5.965
C 1.174 5.755 13.861
C 0.710 2.574 12.652
C -1.442 -7.300 -7.720
H -0.286 -0.619 1.548
H 3.606 -8.945 -8.680
H -1.389 -6.424 -7.074
H -1.575 -6.922 -8.733
H 1.725 2.521 13.046
H 1.865 6.028 13.064
H -0.330 0.512 -6.726
H -0.077 2.728 13.390
H -2.002 4.464 -3.466
H -0.649 1.108 -5.052
H 0.484 1.631 12.154
H -2.424 -7.551 -7.317
H 0.083 3.616 -7.754
H -3.794 4.211 -3.477
H 1.259 4.295 -6.896
H 2.239 -5.617 -5.286
H 0.637 7.055 9.065
H -0.812 6.239 9.579
H 1.685 4.875 14.253
H 2.424 -7.899 -9.554
H 1.194 6.589 14.563
H 2.144 -6.578 -3.953
H 1.193 2.568 -6.748
H 0.705 5.327 9.071
H -1.577 -0.249 -5.759
H 2.220 -9.622 -9.610
H -2.590 3.228 -2.595
H 0.734 -5.707 -4.511

Computed, not measured: a molecular structure, C46H57BGeN7RuS3, with ωB97M-V/def2-TZVPD.

Results
HOMO level (spin up / spin down)   -6.06 / -6.59 eV
<S²>   8.81
Electronic energy   -5561.582089 hartree
Spin multiplicity   6
LUMO energy (spin up / spin down)   0.522 / -0.641 eV
Net charge   0

Positions of all 116 atoms, in Å:
Ru 0.338 0.244 0.352
Ge -2.255 -0.400 -2.036
S 0.163 -2.154 0.900
S 2.835 0.582 -0.664
S 1.099 0.917 2.700
N 3.202 -1.870 0.484
N -0.550 2.034 0.208
N 3.195 -1.954 -1.713
N 2.101 -1.998 2.825
N 3.623 -0.043 2.264
N 3.570 2.126 2.576
N 0.117 -2.422 3.656
C -3.158 -1.673 -0.834
C -2.583 2.156 -3.371
C 2.194 3.938 1.624
C -3.660 4.147 -2.550
C 1.017 -2.385 4.702
C 3.125 3.537 2.770
C -3.774 3.547 -1.191
C 4.743 -0.825 -3.238
C -3.028 3.481 -3.552
C -1.698 -4.001 3.116
C 2.264 -0.797 -3.739
C -4.924 -2.452 0.622
C 2.459 3.702 4.141
C 3.348 -3.185 0.106
C -2.568 4.096 -0.226
C -3.341 -0.782 -4.741
C -3.671 2.058 -1.236
C 2.229 -2.121 4.186
C -2.990 1.423 -2.228
C -2.589 -2.946 -0.776
C -1.342 -2.692 3.826
C 4.356 4.440 2.737
C -1.262 4.005 -0.959
C 2.799 1.004 2.497
C -2.381 -1.233 -3.836
C -3.499 -1.388 -5.979
C 3.081 -1.114 -0.635
C 3.422 -1.598 -3.147
C 3.542 -2.891 -3.951
C 4.913 0.426 2.193
C -1.629 -2.855 5.317
C -2.699 -2.466 -6.331
C -4.329 -1.439 -0.121
C -3.185 -3.964 -0.050
C 0.801 -2.170 2.502
C -2.171 -1.509 3.316
C 3.349 -3.242 -1.234
C 4.888 1.757 2.376
C -0.429 -0.110 -1.496
C -1.589 -2.318 -4.205
C -2.482 3.222 0.996
C -1.559 2.258 1.122
C -2.903 5.536 0.169
C -4.359 -3.717 0.650
C -0.412 2.984 -0.781
C -1.744 -2.933 -5.439
B 3.331 -1.535 1.994
H -4.043 1.513 -0.379
H -1.583 -3.907 2.041
H -1.987 1.677 -4.139
H 1.318 -1.307 -3.555
H 4.673 0.104 -2.675
H -1.089 -3.705 5.738
H 0.480 2.884 -1.390
H 1.954 5.000 1.697
H -1.665 -3.138 -1.311
H 3.181 -2.001 4.673
H -1.121 -3.779 -5.704
H 3.159 3.425 4.932
H -2.873 3.966 -4.510
H -4.831 -4.513 1.213
H -4.022 5.158 -2.696
H -3.973 0.058 -4.474
H -2.105 5.947 0.788
H 5.704 2.453 2.375
H -3.015 6.172 -0.711
H 4.391 -3.496 -3.630
H 0.737 -2.534 5.727
H -2.694 -3.038 5.440
H 5.561 -1.424 -2.832
H 3.698 -2.629 -4.996
H 2.680 3.754 0.663
H 1.264 3.376 1.649
H -3.230 -1.704 3.489
H -5.841 -2.255 1.164
H -3.836 5.563 0.737
H -2.736 -4.263 3.326
H -0.834 -2.686 -3.517
H -4.249 -1.022 -6.670
H -4.695 3.869 -0.693
H 4.031 5.465 2.907
H -1.559 1.602 1.987
H 1.574 3.083 4.225
H 2.212 0.196 -3.308
H 2.407 -0.703 -4.817
H -2.816 -2.940 -7.298
H 5.067 4.178 3.523
H 4.279 -2.154 2.401
H -1.052 -4.805 3.476
H 4.855 4.402 1.768
H 4.967 -0.589 -4.279
H -2.036 -1.347 2.252
H 3.426 -3.973 0.834
H 0.052 0.570 -2.207
H -4.796 -0.462 -0.156
H 3.427 -4.102 -1.871
H -1.884 -0.602 3.854
H -3.245 3.344 1.757
H -1.047 4.751 -1.713
H 2.624 -3.479 -3.883
H -2.738 -4.951 -0.039
H -1.374 -1.950 5.871
H 5.740 -0.234 2.003
H 2.167 4.743 4.279

Computed, not measured: 10 unconnected molecules or ions with the total composition C26H78N6O10 at a distorted geometry, with ωB97M-V/def2-TZVPD.

Results
HOMO level (spin up / spin down)   -10.93 / -10.93 eV
<S²>   0.76
Electronic energy   -2117.754921 hartree
Spin multiplicity   2
LUMO energy (spin up / spin down)   -4.123 / -7.406 eV
Energy above the lowest of the compared OMol25 structures with the same formula, charge and spin   0.0 kJ/mol
Net charge   +1

Positions of all 120 atoms, in Å:
O -2.396 -0.221 4.896
O 1.383 -1.644 4.260
O -4.985 2.111 2.014
O -2.288 -3.281 4.096
O 1.372 -5.753 0.059
O 4.056 3.606 3.469
O -1.015 -3.861 -4.182
O -0.362 2.605 -3.280
O 4.120 1.378 -1.229
O -0.987 -1.430 2.704
N 2.196 3.929 -1.685
N -1.474 2.139 3.169
N -1.285 0.946 -5.716
N 1.813 1.040 4.879
N 1.576 -4.032 2.281
N -4.170 -1.705 -3.766
C -0.707 2.266 -5.699
C 2.314 -3.689 1.015
C -3.821 1.679 2.645
C -5.973 1.143 1.773
C -2.388 -1.924 -2.061
C 3.629 -2.927 1.400
C -0.723 -5.149 -4.795
C 2.727 1.620 -0.903
C 2.997 1.535 4.198
C 3.208 0.707 2.923
C -2.333 2.935 1.000
C 4.415 -0.010 -1.226
C -1.233 2.872 -6.958
C -2.624 2.694 2.518
C 0.070 -0.211 0.816
C -2.774 -2.110 -3.561
C -0.930 1.501 -2.559
C -0.994 -1.269 1.315
C 3.986 4.978 3.036
C -2.447 -3.557 -4.146
C -1.001 3.086 -4.371
C 2.448 3.080 -0.520
C 1.134 3.144 0.219
C 0.870 -5.379 -1.207
C 2.811 3.062 3.997
C 2.584 -5.057 0.384
H 2.674 3.532 4.970
H -4.301 -0.809 -3.319
H -2.038 2.022 0.481
H 2.350 0.885 2.275
H -1.523 3.653 0.871
H 1.652 1.553 5.733
H -3.223 3.351 0.527
H -0.704 4.112 -4.585
H 2.133 1.127 -1.672
H 2.449 1.115 0.022
H 4.972 5.221 2.638
H 4.616 -0.348 -0.209
H -2.281 1.111 -5.757
H 4.099 1.109 2.439
H 4.131 -2.752 0.448
H -3.502 0.760 2.153
H 3.271 3.422 0.106
H -2.605 -0.904 -1.744
H -2.271 -4.173 3.743
H 1.054 1.357 4.293
H -2.985 -2.601 -1.450
H -2.849 3.639 3.013
H -1.931 -0.236 5.732
H 3.632 -0.651 -1.632
H -0.178 0.682 1.390
H 5.343 0.005 -1.798
H -1.777 -0.598 4.270
H -5.711 0.337 1.089
H 3.191 5.246 2.341
H 1.537 3.409 -2.245
H -2.078 3.184 -4.235
H 3.848 1.455 4.874
H 0.585 -4.328 -1.254
H 1.657 -5.459 -1.957
H -3.008 -4.337 -3.632
H 1.264 2.768 1.233
H -6.173 0.818 2.794
H 0.319 2.534 -0.170
H 0.878 4.192 0.374
H 3.442 -0.334 3.143
H -0.015 -5.904 -1.563
H -0.981 1.374 2.731
H -1.793 -2.661 3.556
H 4.348 -3.459 2.023
H -1.324 -1.968 -1.830
H -1.823 1.532 3.897
H 1.721 -2.995 0.419
H -3.140 -2.969 4.412
H 0.646 -4.380 2.095
H 0.376 2.171 -5.781
H -6.907 1.575 1.414
H -2.863 -3.587 -5.153
H -1.123 -5.012 -5.800
H 1.545 -0.762 4.593
H -1.118 -5.964 -4.188
H 3.392 -2.033 1.976
H 3.902 5.557 3.956
H -0.995 2.338 -7.878
H -4.169 1.393 3.638
H -4.773 -2.272 -3.188
H -0.071 -0.029 -0.249
H 3.233 -4.884 -0.475
H 3.089 -5.682 1.121
H -1.191 0.590 -6.656
H -1.162 0.610 -3.143
H -0.826 3.881 -7.022
H 0.342 -5.373 -4.731
H -2.161 -1.467 -4.193
H -0.724 -2.174 0.771
H 1.982 3.291 3.327
H 2.991 3.837 -2.301
H 1.524 -3.279 2.952
H -2.317 2.928 -7.054
H -1.824 1.801 -2.012
H 0.542 -1.580 3.808
H 1.092 -0.565 0.949
H -0.243 1.172 -1.779
H -1.939 -0.964 0.865

What is the formula in the first record?
C10H28Cl3O12P3